Entry 1:
Here is a molecular structure, C40H77IN2O5S from the Open Molecules 2025 dataset. Energies are from ωB97M-V/def2-TZVPD.

- spin multiplicity = 1

CARTESIAN COORDINATES (ANGSTROEM)
C 5.170 -0.490 3.155
C 4.430 -1.601 2.297
O 5.106 -2.292 1.577
O 3.031 -1.702 2.383
C 2.401 -0.696 1.568
C 2.368 -1.076 0.035
C 2.743 -0.148 -1.040
C 3.201 1.327 -0.571
O 2.022 2.155 -0.515
C 1.594 2.435 0.801
O 0.458 1.659 1.213
C 0.063 2.041 2.549
C -0.379 0.827 3.435
O 0.714 0.272 4.218
C 2.689 -0.597 -2.546
C 2.223 -1.948 -2.894
C 2.158 -2.300 -4.416
C 2.096 -3.844 -4.763
C 3.264 -4.717 -4.153
I 2.436 -6.742 -3.872
C 1.824 -2.832 -1.758
N 1.326 -4.116 -1.882
S 1.055 -4.744 -0.370
N 1.492 -3.458 0.616
C 1.881 -2.480 -0.270
H 6.009 -0.997 3.708
H 5.551 0.325 2.471
H 4.420 -0.051 3.867
H 2.830 0.324 1.761
H 1.318 -0.667 1.891
H 3.802 1.289 0.374
H 3.875 1.796 -1.354
H 2.393 2.342 1.592
H 1.275 3.528 0.805
H 0.885 2.580 3.103
H -0.814 2.739 2.451
H -0.918 0.017 2.853
H -1.144 1.210 4.184
H 0.483 -0.668 4.324
H 3.014 0.152 -3.307
H 2.986 -1.822 -5.026
H 1.204 -1.831 -4.813
H 2.175 -3.931 -5.892
H 1.071 -4.254 -4.519
H 4.130 -4.868 -4.848
H 3.572 -4.372 -3.133
C 5.009 4.234 -3.865
C 5.452 2.846 -4.302
C 6.373 2.874 -5.522
C 5.747 3.449 -6.795
C 4.476 2.743 -7.271
C 4.703 1.282 -7.641
H 4.427 4.741 -4.637
H 4.378 4.160 -2.975
H 5.871 4.859 -3.620
H 4.569 2.227 -4.491
H 5.986 2.370 -3.474
H 6.730 1.858 -5.717
H 7.265 3.463 -5.280
H 6.494 3.411 -7.596
H 5.524 4.510 -6.646
H 4.094 3.271 -8.150
H 3.692 2.812 -6.510
H 5.449 1.195 -8.435
H 3.773 0.837 -8.004
H 5.039 0.695 -6.784
C -3.946 1.016 6.434
C -4.159 2.510 6.633
C -2.878 3.328 6.461
C -1.763 3.013 7.462
C -2.142 3.179 8.935
C -2.522 4.609 9.299
H -3.253 0.604 7.172
H -4.895 0.483 6.540
H -3.552 0.808 5.436
H -4.599 2.692 7.618
H -4.893 2.859 5.901
H -3.130 4.392 6.518
H -2.488 3.167 5.449
H -0.907 3.662 7.243
H -1.408 1.989 7.305
H -1.289 2.877 9.549
H -2.961 2.502 9.197
H -1.698 5.295 9.090
H -2.752 4.677 10.366
H -3.403 4.946 8.749
C -7.248 -5.089 5.221
C -6.215 -4.667 6.258
C -5.817 -3.195 6.149
C -5.149 -2.797 4.831
C -3.880 -3.577 4.481
C -2.759 -3.382 5.494
H -6.868 -4.980 4.203
H -7.516 -6.139 5.360
H -8.159 -4.493 5.314
H -5.332 -5.308 6.180
H -6.631 -4.841 7.255
H -5.154 -2.946 6.984
H -6.711 -2.575 6.283
H -4.907 -1.729 4.873
H -5.865 -2.908 4.010
H -3.527 -3.243 3.500
H -4.102 -4.643 4.378
H -2.488 -2.326 5.576
H -1.868 -3.933 5.180
H -3.040 -3.745 6.484
C -4.437 -1.124 -6.968
C -3.377 -0.703 -5.958
C -2.964 0.763 -6.093
C -2.320 1.138 -7.430
C -1.069 0.337 -7.796
C 0.076 0.529 -6.809
H -4.077 -1.031 -7.995
H -4.715 -2.169 -6.811
H -5.339 -0.516 -6.862
H -2.503 -1.356 -6.048
H -3.772 -0.860 -4.951
H -2.280 1.014 -5.276
H -3.847 1.395 -5.947
H -2.063 2.203 -7.406
H -3.054 1.027 -8.234
H -0.732 0.654 -8.788
H -1.307 -0.727 -7.881
H 0.362 1.582 -6.746
H 0.952 -0.039 -7.135
H -0.191 0.181 -5.808

Entry 2:
Here is 5 unconnected molecules or ions with the total composition C25H50NO16S4 from the Open Molecules 2025 dataset. Energies are from ωB97M-V/def2-TZVPD.

- spin multiplicity = 1
- charge = +1

CARTESIAN COORDINATES (ANGSTROEM)
C 4.434 0.273 3.225
C 3.283 -0.335 2.661
C 3.340 -1.290 1.416
C 3.416 -0.320 0.143
C 2.080 -0.726 -0.639
N 1.166 -0.988 0.545
C -0.160 -1.349 -0.097
C -1.000 -2.412 0.683
C -1.281 -2.010 2.170
C -2.548 -1.106 2.362
C -2.327 -0.282 3.703
C -2.020 1.225 3.396
C -0.572 1.412 2.772
C -0.617 2.506 1.632
C 0.721 3.298 1.493
C 0.799 4.250 0.251
C -0.492 5.096 -0.026
C 1.910 -1.993 1.320
H 5.085 -0.364 3.864
H 4.613 1.352 3.059
H 2.305 -0.064 3.139
H 4.223 -1.943 1.589
H 3.219 0.717 0.493
H 4.366 -0.527 -0.382
H 2.237 -1.733 -1.094
H 1.679 -0.011 -1.382
H 1.040 -0.050 0.940
H -0.716 -0.392 -0.245
H 0.019 -1.747 -1.122
H -1.986 -2.506 0.172
H -0.503 -3.407 0.634
H -1.472 -2.960 2.728
H -0.410 -1.547 2.691
H -3.406 -1.780 2.577
H -2.758 -0.423 1.514
H -3.283 -0.343 4.278
H -1.557 -0.754 4.352
H -2.760 1.543 2.625
H -2.073 1.856 4.306
H 0.186 1.678 3.542
H -0.291 0.432 2.317
H -0.987 2.088 0.670
H -1.397 3.238 1.964
H 1.530 2.526 1.349
H 1.009 3.835 2.426
H 1.121 3.735 -0.686
H 1.616 4.983 0.468
H -1.446 4.581 0.207
H -0.487 6.097 0.455
H -0.513 5.296 -1.127
H 1.879 -3.042 0.954
H 1.623 -2.118 2.385
C -7.055 1.057 -0.698
C -6.573 -0.065 0.203
O -5.357 -0.526 -0.410
S -4.620 0.716 -1.129
O -3.612 1.217 -0.243
O -4.340 0.353 -2.480
O -5.863 1.743 -1.109
H -7.548 0.665 -1.591
H -7.726 1.739 -0.185
H -7.287 -0.870 0.282
H -6.330 0.306 1.201
C -12.402 0.527 0.782
C -11.567 1.292 -0.229
O -10.420 1.735 0.506
S -10.065 0.645 1.644
O -9.024 -0.205 1.146
O -9.967 1.314 2.898
O -11.453 -0.176 1.593
H -12.965 1.206 1.426
H -13.087 -0.172 0.307
H -12.100 2.139 -0.654
H -11.224 0.638 -1.034
C 4.584 -2.409 -3.081
C 5.544 -2.723 -1.960
O 6.072 -4.011 -2.265
S 6.148 -4.184 -3.874
O 7.476 -3.882 -4.299
O 5.481 -5.390 -4.229
O 5.200 -2.926 -4.259
H 3.632 -2.929 -2.939
H 4.405 -1.340 -3.182
H 5.058 -2.731 -0.986
H 6.376 -2.012 -1.946
C 9.163 -1.113 -3.681
C 9.785 -1.074 -5.064
O 10.199 0.284 -5.239
S 10.634 0.898 -3.808
O 12.053 0.810 -3.686
O 9.919 2.115 -3.604
O 9.975 -0.253 -2.879
H 8.146 -0.709 -3.693
H 9.148 -2.118 -3.264
H 9.084 -1.365 -5.843
H 10.671 -1.711 -5.116

Entry 3:
Here is 4 unconnected molecules or ions with the total composition C10H24Cl4NO5P from the Open Molecules 2025 dataset. Energies are from ωB97M-V/def2-TZVPD.

- ⟨S²⟩ = 0.76
- spin multiplicity = 2
- charge = +1

CARTESIAN COORDINATES (ANGSTROEM)
C -20.075 -6.338 4.640
C -18.561 -6.174 4.428
O -18.059 -5.014 4.504
N -17.866 -7.344 4.269
C -16.441 -7.505 4.138
H -20.401 -7.368 4.790
H -20.592 -6.033 3.731
H -20.267 -5.746 5.535
H -18.313 -8.222 4.489
H -16.067 -7.745 5.133
H -15.969 -6.547 3.921
H -16.179 -8.410 3.589
C -26.113 -9.735 5.984
O -25.094 -9.211 6.878
P -25.446 -8.515 8.285
O -26.509 -9.053 9.075
O -24.080 -8.423 9.013
C -22.859 -7.905 8.398
O -25.777 -6.948 7.893
C -26.450 -6.079 8.817
H -26.607 -10.565 6.490
H -25.578 -10.210 5.162
H -26.818 -8.992 5.610
H -23.082 -7.523 7.402
H -22.078 -8.617 8.131
H -22.402 -7.072 8.931
H -27.112 -5.377 8.311
H -25.674 -5.556 9.377
H -27.027 -6.586 9.590
Cl -22.223 -3.743 6.291
C -23.747 -2.854 5.930
C -24.844 -3.629 6.548
Cl -26.441 -3.310 5.705
H -23.807 -2.739 4.848
H -23.820 -1.876 6.406
H -24.950 -3.524 7.628
H -24.664 -4.702 6.484
Cl -30.754 -1.536 7.020
C -30.625 -2.844 8.320
C -29.130 -3.163 8.610
Cl -29.146 -4.552 9.706
H -31.233 -3.712 8.068
H -31.084 -2.347 9.174
H -28.665 -2.337 9.148
H -28.564 -3.428 7.717

Entry 4:
Here is 2 unconnected molecules or ions with the total composition C4H6Br2O from the Open Molecules 2025 dataset. Energies are from ωB97M-V/def2-TZVPD.

- ⟨S²⟩ = 2.01
- energy relative to the best compared isomer or geometry (same formula, charge and spin) (kJ/mol) = 127.2
- spin multiplicity = 3

CARTESIAN COORDINATES (ANGSTROEM)
C 2.229 0.501 -1.331
C -1.913 -0.091 -0.167
C -0.171 0.147 1.564
C -0.764 -0.553 0.636
O 1.273 1.160 -1.412
Br 3.245 0.354 0.431
Br -0.002 -2.143 -0.042
H 2.750 -0.097 -2.056
H -2.406 0.908 0.070
H -1.613 -0.039 -1.267
H -2.587 -0.904 -0.334
H 0.735 -0.189 2.061
H -0.776 0.947 1.848

Entry 5:
Here is a molecular structure, C29H32BrNORhS2Si2 from the Open Molecules 2025 dataset. Energies are from ωB97M-V/def2-TZVPD.

- ⟨S²⟩ = 0.76
- spin multiplicity = 2

CARTESIAN COORDINATES (ANGSTROEM)
Rh -0.568 1.614 0.507
C -2.559 -0.570 2.785
Si -2.013 -0.289 0.951
C -1.737 -2.124 0.353
C -3.534 0.361 -0.074
C -4.592 -0.534 -0.160
C -5.740 -0.220 -0.862
C -5.848 1.012 -1.484
C -4.801 1.913 -1.393
C -3.636 1.605 -0.700
Si -2.210 2.905 -0.730
C -1.632 3.039 -2.575
C -2.870 4.661 -0.289
H -3.332 -1.333 2.826
H -2.955 0.331 3.240
H -1.721 -0.906 3.385
H -2.271 -2.798 1.014
H -0.695 -2.423 0.366
H -2.127 -2.279 -0.647
H -4.513 -1.494 0.327
H -6.547 -0.936 -0.924
H -6.739 1.268 -2.039
H -4.888 2.874 -1.877
H -2.345 3.654 -3.116
H -1.589 2.068 -3.060
H -0.655 3.504 -2.662
H -3.556 5.011 -1.055
H -2.051 5.373 -0.221
H -3.395 4.670 0.660
C 0.557 -1.970 -4.057
C 0.885 -0.767 -3.224
C 1.870 0.140 -3.603
C 2.133 1.239 -2.790
C 1.383 1.366 -1.649
Br 1.349 3.395 0.227
N 0.429 0.543 -1.277
C 0.181 -0.523 -2.057
H 1.201 -2.012 -4.931
H -0.481 -1.930 -4.389
H 0.690 -2.883 -3.480
H 2.428 -0.007 -4.517
H 2.894 1.958 -3.049
H -0.598 -1.197 -1.736
S -2.696 2.884 2.791
C -1.350 2.749 1.950
O 0.882 0.424 2.229
S 1.229 -0.941 1.761
C 2.323 -1.680 3.000
C 2.170 -3.035 3.249
C 3.028 -3.667 4.130
C 4.037 -2.946 4.753
C 4.180 -1.590 4.499
C 3.319 -0.953 3.626
C 2.592 -0.720 0.584
C 3.336 0.445 0.609
C 4.383 0.600 -0.280
C 4.667 -0.402 -1.193
C 3.912 -1.565 -1.213
C 2.868 -1.729 -0.322
H 1.382 -3.585 2.756
H 2.921 -4.724 4.325
H 4.712 -3.441 5.434
H 4.973 -1.031 4.976
H 3.407 0.103 3.434
H 3.074 1.231 1.300
H 4.968 1.505 -0.265
H 5.475 -0.274 -1.896
H 4.140 -2.343 -1.925
H 2.268 -2.627 -0.328

Entry 6:
Here is a molecular structure, C6H8O6Tm from the Open Molecules 2025 dataset. Energies are from ωB97M-V/def2-TZVPD.

- ⟨S²⟩ = 3.75
- energy relative to the best compared isomer or geometry (same formula, charge and spin) (kJ/mol) = 0.0
- spin multiplicity = 4

CARTESIAN COORDINATES (ANGSTROEM)
O -1.390 0.692 -2.540
O 0.262 1.935 -1.881
C -0.222 0.776 -1.889
C -1.783 -0.585 -3.048
C -3.276 -0.584 -3.291
H -1.242 -0.769 -3.989
H -1.493 -1.363 -2.328
H -3.562 0.222 -3.981
H -3.574 -1.538 -3.747
H -3.830 -0.456 -2.351
C 1.082 -0.241 2.317
C 2.481 -0.636 2.820
O 2.897 0.443 3.661
C 1.870 1.262 3.909
O 0.790 0.909 3.242
O 1.949 2.207 4.656
O 0.842 0.025 0.979
H 0.335 -0.987 2.642
H 3.210 -0.751 2.009
H 2.475 -1.564 3.405
Tm 2.177 1.005 -0.595

Calculated total energy / eV: -74879.225; -104312.265; -81857.876; -146371.909; -144604.456; -48163.545